1.
ORCA calculation (ωB97M-V/def2-TZVPD) on a structure of composition C32H33FeN4O2.

```
! wB97M-V def2-TZVPD RIJCOSX def2/J DEFGRID3
* xyz 1 1
Fe -0.13 0.33 0.92
C 0.83 4.96 -4.25
C 0.70 3.71 -3.42
C 0.58 2.47 -3.96
C 0.50 1.29 -3.15
C 0.39 0.09 -3.86
N 0.60 -1.16 -3.52
C 1.36 -1.69 -2.39
C 2.32 -2.75 -2.92
C 3.20 -3.39 -1.85
N 4.03 -2.35 -1.23
C 3.72 -1.78 -0.09
C 2.99 -2.37 0.97
C 3.19 -3.68 1.48
C 2.53 -4.09 2.60
C 2.77 -5.43 3.22
C 1.63 -3.17 3.22
C 1.35 -1.93 2.72
C 0.40 -1.04 3.41
N -0.21 -0.07 2.84
C -1.07 0.78 3.67
C -0.97 2.26 3.26
C 0.35 2.64 2.59
N 0.37 2.17 1.21
C 0.54 3.01 0.28
C 0.55 2.73 -1.16
C 0.70 3.79 -2.00
C 0.38 1.39 -1.71
O 0.09 0.39 -1.02
C 2.00 -1.50 1.52
O 1.69 -0.46 0.86
H 0.56 4.77 -5.29
H 1.86 5.34 -4.24
H 0.19 5.75 -3.87
H 0.57 2.35 -5.04
H 0.08 0.19 -4.90
H 0.34 -1.85 -4.21
H 0.68 -2.09 -1.63
H 1.88 -0.86 -1.92
H 2.95 -2.31 -3.70
H 1.76 -3.56 -3.40
H 3.85 -4.16 -2.29
H 2.61 -3.85 -1.07
H 4.59 -1.80 -1.86
H 4.04 -0.74 0.03
H 3.92 -4.33 1.01
H 3.31 -6.09 2.54
H 1.83 -5.93 3.48
H 3.36 -5.35 4.14
H 1.13 -3.49 4.13
H 0.24 -1.23 4.47
H -0.79 0.64 4.72
H -2.10 0.44 3.54
H -1.11 2.87 4.15
H -1.78 2.49 2.57
H 1.20 2.18 3.11
H 0.49 3.72 2.62
H 0.68 4.06 0.53
H 0.80 4.78 -1.55
C -2.04 0.62 0.76
C -3.25 0.76 0.66
C -4.68 0.89 0.53
C -5.24 2.07 0.03
C -6.62 2.20 -0.09
C -7.46 1.16 0.29
C -6.90 -0.02 0.79
C -5.53 -0.15 0.91
H -4.59 2.88 -0.27
H -7.04 3.12 -0.47
H -8.53 1.26 0.20
H -7.55 -0.84 1.09
H -5.10 -1.06 1.29
*
```

Output
Orbital gap (alpha / beta) (eV): 5.675 / 5.685

---

2.
ORCA calculation (ωB97M-V/def2-TZVPD) on a structure of composition C32H33N11NaO4S2 at a distorted geometry.

```
! wB97M-V def2-TZVPD RIJCOSX def2/J DEFGRID3
* xyz -1 1
Na -0.24 -0.41 -0.84
C -3.83 -0.37 2.56
C -3.61 -0.43 1.19
N -3.09 0.59 0.53
C -2.75 1.67 1.24
C -2.99 1.72 2.61
N -3.53 0.71 3.27
C -2.10 2.76 0.51
C -2.45 4.09 0.72
C -1.86 5.08 -0.07
C -0.89 4.68 -0.99
C -0.55 3.34 -1.07
N -1.16 2.40 -0.36
C 0.57 2.86 -1.90
C 0.86 3.35 -3.17
N 1.88 2.89 -3.88
C 2.61 1.93 -3.33
C 2.36 1.47 -2.04
N 1.35 1.94 -1.34
C -2.25 6.48 0.07
C -1.36 7.53 -0.19
C -1.79 8.84 -0.02
N -3.02 9.17 0.37
C -3.86 8.17 0.61
C -3.54 6.84 0.48
H -4.24 -1.19 3.12
H -3.87 -1.30 0.61
H -2.74 2.59 3.20
H -3.17 4.35 1.48
H -0.41 5.40 -1.64
H 0.27 4.14 -3.64
H 3.42 1.55 -3.93
H 2.99 0.76 -1.55
H -0.34 7.33 -0.49
H -1.12 9.67 -0.20
H -4.86 8.48 0.91
H -4.28 6.08 0.67
O 0.56 -3.78 -1.61
S 0.35 -2.45 -2.27
O 1.26 -1.44 -1.64
O -1.02 -1.97 -1.93
O 0.58 -2.56 -3.69
C -1.43 -5.30 1.31
C -2.09 -4.45 0.22
N -1.81 -3.04 0.41
C -1.22 -2.54 1.52
N -0.71 -1.36 1.46
C -0.16 -0.75 2.65
C 0.29 -1.76 3.70
C -0.85 -2.74 3.93
N -1.26 -3.31 2.67
C -1.77 -4.65 2.65
H -0.35 -5.30 1.17
H -1.80 -6.32 1.27
H -3.18 -4.61 0.23
H -1.70 -4.73 -0.77
H -1.52 -2.58 -0.47
H -0.91 -0.08 3.09
H 0.68 -0.12 2.34
H 0.56 -1.26 4.63
H 1.16 -2.32 3.34
H -1.69 -2.23 4.42
H -0.52 -3.56 4.58
H -2.86 -4.67 2.81
H -1.30 -5.21 3.47
N 1.74 -3.03 0.60
C 2.83 -2.64 -0.09
S 3.84 -1.46 0.52
N 3.18 -3.44 -1.11
C 4.22 -3.10 -2.00
C 5.17 -4.06 -2.33
C 6.24 -3.72 -3.14
C 6.37 -2.43 -3.62
C 5.40 -1.48 -3.31
C 4.33 -1.82 -2.52
H 1.33 -2.30 1.17
H 1.05 -3.45 -0.05
H 2.34 -3.88 -1.52
H 5.05 -5.06 -1.94
H 6.98 -4.47 -3.39
H 7.21 -2.16 -4.24
H 5.49 -0.47 -3.70
H 3.53 -1.12 -2.31
*
```

Output
Orbital gap (eV): 5.601
Energy above the lowest of the compared OMol25 structures with the same formula, charge and spin (kcal per mole): 26.1

---

3.
ORCA calculation (ωB97M-V/def2-TZVPD) on a structure of composition C32H33N7NaS.

```
! wB97M-V def2-TZVPD RIJCOSX def2/J DEFGRID3
* xyz -1 1
Na -0.34 -1.31 0.11
C -0.75 2.24 -0.20
N -0.34 1.10 -1.00
C -0.69 1.21 -2.39
C -0.41 -0.08 -3.08
N -0.35 -1.25 -2.51
C 0.02 -2.14 -3.51
C 0.28 -3.50 -3.43
C 0.65 -4.15 -4.59
C 0.77 -3.46 -5.81
C 0.52 -2.11 -5.90
C 0.15 -1.46 -4.73
N -0.14 -0.14 -4.43
C -0.69 1.89 1.25
N -0.18 0.80 1.74
C -0.38 0.90 3.11
C -0.07 -0.01 4.12
C -0.44 0.32 5.42
C -1.10 1.53 5.70
C -1.40 2.44 4.71
C -1.03 2.10 3.41
N -1.18 2.75 2.20
H -1.78 2.51 -0.44
H -0.14 3.14 -0.38
H 0.67 0.94 -0.90
H -0.16 2.02 -2.92
H -1.76 1.43 -2.45
H 0.21 -4.01 -2.47
H 0.87 -5.21 -4.56
H 1.07 -4.01 -6.69
H 0.63 -1.58 -6.84
H -0.07 0.65 -5.04
H 0.42 -0.94 3.89
H -0.22 -0.36 6.23
H -1.38 1.75 6.72
H -1.94 3.36 4.92
H -1.85 3.48 1.99
N -4.50 2.82 3.08
C -4.24 2.61 1.72
S -4.08 3.98 0.72
C -3.91 1.29 1.32
C -3.78 0.92 -0.04
C -3.29 -0.32 -0.37
N -2.90 -1.26 0.51
C -3.10 -0.94 1.80
C -3.61 0.25 2.25
H -4.92 3.73 3.23
H -5.01 2.08 3.54
H -4.04 1.63 -0.81
H -3.16 -0.59 -1.42
H -2.79 -1.69 2.53
H -3.66 0.43 3.32
C 4.24 -2.54 0.41
C 3.00 -1.68 0.72
C 3.16 -1.12 2.14
C 1.71 -2.48 0.63
C 2.97 -0.54 -0.31
C 3.08 0.81 0.01
C 3.05 1.79 -0.98
C 2.93 1.44 -2.32
C 2.81 0.09 -2.65
C 2.82 -0.87 -1.66
H 4.32 -3.32 1.17
H 5.17 -1.95 0.42
H 4.16 -3.02 -0.56
H 3.16 -1.96 2.84
H 2.32 -0.46 2.39
H 4.10 -0.57 2.27
H 1.90 -3.41 1.20
H 3.17 1.11 1.04
H 3.14 2.83 -0.70
H 2.92 2.20 -3.09
H 2.70 -0.20 -3.69
H 2.68 -1.92 -1.92
*
```

Output
Orbital gap (alpha / beta) (eV): 5.016 / 4.736
Energy above the lowest of the compared OMol25 structures with the same formula, charge and spin (kcal per mole): 0.2